Computed, not measured: a structure of composition C17H24F5HgN3NbO at a distorted geometry, with ωB97M-V/def2-TZVPD.

Geometry as XYZ:
```
52
C17H24F5HgN3NbO | OMol25 | ωB97M-V/def2-TZVPD
N 2.0897 0.0385 0.6664
C 2.4282 0.7559 1.7776
O 3.1492 0.6499 2.8020
Hg 4.5032 -0.2380 0.1490
Nb 0.4580 -0.4654 0.0082
N -0.0087 -0.0240 -2.0198
N -0.9648 0.7444 0.9159
C -0.0149 1.1879 -2.7970
C -0.7613 1.7540 1.9513
C 0.0687 0.9614 -4.3052
C -1.3363 1.9114 -2.4764
C 1.2127 2.1124 -2.4454
C -0.1233 1.0927 3.1795
C -2.0675 2.4677 2.3084
C 0.2543 2.7870 1.4324
H 0.8713 0.2825 -4.5950
H 0.2345 1.9182 -4.8168
H -0.8516 0.5433 -4.6928
H -2.1814 1.3251 -2.8695
H -1.3190 2.9191 -2.9272
H -1.4374 1.9876 -1.3798
H 1.1713 2.4760 -1.3780
H 1.1693 3.0284 -3.1117
H 2.2172 1.6098 -2.5832
H -0.7441 0.2986 3.6143
H 0.0665 1.8722 3.9251
H 0.8390 0.6606 2.8647
H -2.7714 1.8235 2.8631
H -2.5544 2.8563 1.3995
H -1.7791 3.3218 2.9437
H 0.3534 3.5542 2.2178
H -0.0582 3.2463 0.4748
H 1.2324 2.3017 1.2869
C -0.7472 -1.0837 -2.6538
H -0.8105 -2.0102 -2.0502
H -1.7997 -0.7384 -2.8320
H -0.3440 -1.4600 -3.6422
C -2.2167 -0.0635 0.9152
H -2.0293 -1.0505 0.4138
H -2.6236 -0.3134 1.9326
H -3.0442 0.4220 0.3338
F -0.6306 -2.2150 2.7022
C 0.0953 -3.0886 1.9108
C 0.5133 -2.6334 0.6429
C 1.3471 -3.4551 -0.1080
F 1.8517 -3.0557 -1.3191
C 1.6696 -4.7258 0.3168
F 2.4756 -5.5560 -0.3699
C 1.1741 -5.1876 1.5394
F 1.4872 -6.4153 2.0318
C 0.3946 -4.3670 2.3119
F -0.1079 -4.7637 3.5411
```

- total energy (Ha) = -1610.61285
- LUMO energy (alpha / beta) (eV) = -9.473 / -10.115
- strongest force on any atom (eV/Å) = 8.63
- 2S+1 = 2
- orbital gap (alpha / beta) (eV) = 5.19 / 4.53
- ΔE to the lowest compared entry with this formula, charge and spin (kJ/mol) = 18.6
- total charge = +2

Here are the Mulliken charges for atoms 1 to 8, given in e: atom 1 (N): -0.585, atom 2 (C): 0.635, atom 3 (O): -0.261, atom 4 (Hg): 0.209, atom 5 (Nb): 0.092, atom 6 (N): 0.087, atom 7 (N): 1.262, atom 8 (C): 1.087